[1]
DFT (ωB97M-V/def2-TZVPD) results for C7H7F2NO in the gas phase in a non-equilibrium geometry.

Values from the calculation:
HOMO-LUMO gap (alpha / beta) ... 7.15 / 8.56 eV
Energy above the lowest of the compared OMol25 structures with the same formula, charge and spin ... 5.925 eV
E_HOMO (alpha / beta) ... -7.78 / -9.37 eV

Each line ends with the natural charge from an NBO analysis.
Geometry (Å):
C 1.016 1.428 -0.535  -0.3297
C 2.400 1.701 -0.694  -0.0372
C 0.937 0.117 -0.146  0.2348
C -1.462 -0.233 0.537  -0.5562
C -0.147 -0.770 0.167  0.0471
C -2.328 0.859 -0.214  0.7149
C -0.025 -2.264 0.133  -0.6504
N 3.038 0.603 -0.532  -0.1216
O 2.170 -0.359 -0.122  -0.2738
F -1.840 2.097 -0.030  -0.3417
F -3.503 0.679 0.385  -0.3349
H 0.288 2.088 -0.755  0.2289
H 2.942 2.703 -0.869  0.2338
H -2.168 -1.049 0.693  0.2392
H -1.332 0.405 1.462  0.2540
H 0.241 -2.765 1.245  0.2273
H 0.801 -2.597 -0.546  0.2429
H -1.027 -2.642 -0.179  0.2227

[2]
DFT (ωB97M-V/def2-TZVPD) results for a molecular structure, C51H53CsN10P2S2 in a non-equilibrium geometry.

Values from the calculation:
HOMO-LUMO gap ... 5.67 eV
Energy above the lowest of the compared OMol25 structures with the same formula, charge and spin ... 0.139 eV
Net charge ... -2
E_HOMO ... -1.92 eV

Each line ends with the Löwdin charge.
Geometry (Å):
Cs -0.522 0.153 0.773  0.7808
C 6.579 -0.149 1.501  -0.0752
C 5.301 -0.387 2.256  -0.3101
C 4.965 -1.640 2.760  -0.0898
C 3.756 -1.888 3.374  -0.0435
C 2.768 -0.885 3.553  -0.2716
N 1.527 -1.110 4.029  0.1015
C 1.325 -2.029 4.996  -0.2591
C 2.223 -2.315 6.054  -0.0396
C 1.895 -3.159 7.096  -0.0811
C 0.663 -3.802 7.175  -0.3143
C 0.311 -4.719 8.313  -0.0855
C -0.226 -3.565 6.130  0.0015
C 0.089 -2.725 5.080  -0.1459
N -0.873 -2.578 4.037  -0.1233
C -2.034 -1.891 4.085  -0.0750
C -2.687 -2.097 2.892  -0.1213
C -1.815 -2.935 2.173  -0.2107
N -0.722 -3.221 2.869  0.0950
C 3.161 0.396 3.081  -0.1417
C 4.367 0.624 2.438  0.0016
N 2.321 1.529 3.309  -0.1046
C 2.655 2.649 3.982  -0.0780
C 1.571 3.498 3.932  -0.0788
C 0.613 2.777 3.200  -0.1827
N 1.077 1.595 2.829  -0.0299
H 7.130 -1.083 1.377  0.0644
H 7.236 0.560 2.012  0.0650
H 6.374 0.239 0.501  0.0691
H 5.663 -2.464 2.631  0.1025
H 3.526 -2.892 3.712  0.1111
H 3.187 -1.821 6.057  0.1030
H 2.625 -3.316 7.887  0.0962
H 1.142 -4.800 9.016  0.0609
H 0.078 -5.730 7.966  0.0677
H -0.558 -4.365 8.875  0.0665
H -1.193 -4.060 6.104  0.1204
H -2.280 -1.304 4.955  0.1210
H -3.617 -1.675 2.555  0.0432
H -1.930 -3.337 1.178  0.0882
H 4.558 1.624 2.059  0.1235
H 3.625 2.734 4.442  0.1171
H 1.484 4.478 4.367  0.0786
H -0.390 3.066 2.923  0.0999
S -3.729 0.365 0.540  0.0793
P -3.227 0.934 -1.357  0.2975
C -1.647 0.760 -1.825  -0.7568
P -0.684 1.833 -2.644  0.3080
S 1.309 1.475 -2.645  0.1990
C -1.126 2.169 -4.404  -0.3358
C -2.260 1.604 -4.964  -0.0885
C -2.603 1.854 -6.289  -0.0951
C -1.807 2.679 -7.065  -0.1185
C -0.657 3.241 -6.516  -0.1029
C -0.315 2.978 -5.202  -0.1208
C -0.804 3.557 -1.972  -0.3208
C -1.424 4.624 -2.609  -0.0927
C -1.458 5.884 -2.020  -0.1071
C -0.873 6.096 -0.784  -0.1143
C -0.253 5.034 -0.131  -0.0912
C -0.225 3.785 -0.722  -0.1230
C -4.372 -0.087 -2.379  -0.3583
C -3.843 -1.068 -3.206  -0.1144
C -4.678 -1.908 -3.934  -0.0946
C -6.053 -1.761 -3.849  -0.1174
C -6.591 -0.779 -3.022  -0.1021
C -5.756 0.044 -2.286  -0.1085
C -3.978 2.608 -1.560  -0.3276
C -3.933 3.512 -0.503  -0.1118
C -4.424 4.799 -0.648  -0.1000
C -4.984 5.202 -1.853  -0.1190
C -5.038 4.310 -2.914  -0.1004
C -4.534 3.025 -2.768  -0.0993
H -2.871 0.949 -4.358  0.0666
H -3.492 1.397 -6.708  0.0948
H -2.070 2.879 -8.098  0.0863
H -0.022 3.877 -7.122  0.0904
H 0.593 3.386 -4.774  0.0845
H -1.901 4.482 -3.571  0.0993
H -1.959 6.697 -2.533  0.0951
H -0.899 7.078 -0.327  0.0878
H 0.215 5.180 0.836  0.0922
H 0.297 2.969 -0.234  0.0535
H -2.762 -1.147 -3.266  0.0784
H -4.249 -2.675 -4.569  0.0943
H -6.707 -2.411 -4.419  0.0865
H -7.667 -0.663 -2.946  0.0904
H -6.175 0.788 -1.619  0.1036
H -3.520 3.184 0.444  0.0739
H -4.365 5.492 0.182  0.0975
H -5.370 6.209 -1.964  0.0890
H -5.469 4.612 -3.862  0.0932
H -4.582 2.342 -3.607  0.0944
C 2.847 -1.439 -0.340  -0.1788
N 4.235 -1.783 -0.668  -0.0733
C 4.420 -1.597 -2.108  -0.1761
N 3.519 -2.434 -2.906  -0.0859
C 2.142 -2.067 -2.543  -0.1889
N 1.893 -2.252 -1.112  -0.0983
C 2.145 -3.657 -0.774  -0.1759
N 3.520 -4.070 -1.098  -0.0872
C 4.434 -3.196 -0.355  -0.1868
C 3.736 -3.828 -2.526  -0.1960
H 2.687 -0.376 -0.532  0.0984
H 2.661 -1.653 0.716  0.1157
H 5.455 -1.848 -2.363  0.1171
H 4.235 -0.550 -2.356  0.1245
H 1.450 -2.701 -3.106  0.1193
H 1.950 -1.026 -2.804  0.0285
H 1.447 -4.289 -1.328  0.1136
H 1.971 -3.804 0.295  0.1320
H 5.464 -3.476 -0.600  0.1192
H 4.272 -3.342 0.714  0.1085
H 3.051 -4.459 -3.098  0.1189
H 4.765 -4.108 -2.776  0.1143
N -1.103 -3.164 -1.656  0.0412
H -1.073 -2.889 -2.634  -0.0002
H -0.261 -2.745 -1.258  -0.0302
H -1.871 -2.617 -1.273  -0.0051

[3]
DFT (ωB97M-V/def2-TZVPD) results for C8H14N2S2 in the gas phase in a non-equilibrium geometry.

Values from the calculation:
HOMO-LUMO gap ... 8.73 eV
SMILES ... S=C(S)N[C@@H]1CN2CCC1CC2
Energy above the lowest of the compared OMol25 structures with the same formula, charge and spin ... 5.965 eV
E_HOMO ... -8.31 eV

Each line ends with the natural charge from an NBO analysis.
Geometry (Å):
C -3.080 -0.085 -0.032  -0.0784
C -0.760 0.396 -0.519  -0.1108
C 0.159 -0.357 -1.475  -0.2473
C 2.260 0.129 -0.481  -0.2250
C 1.446 1.444 0.222  -0.4828
C 0.099 0.930 0.725  -0.2814
C 0.386 -0.499 1.556  -0.4331
C 0.899 -1.637 0.372  -0.2398
H -1.867 1.829 0.173  0.1562
H -1.876 -1.672 -0.368  0.4377
H -1.155 1.200 -1.276  0.2437
H -0.679 -1.191 -1.592  0.2228
H 0.331 0.417 -2.226  0.2197
H 3.010 -0.501 0.356  0.1924
H 3.084 0.476 -1.231  0.2237
H 1.489 2.302 -0.581  0.2214
H 2.196 2.019 0.855  0.2490
H -0.378 1.569 1.677  0.2558
H 1.310 -0.391 2.317  0.2246
H -0.557 -0.719 2.123  0.2291
H 0.070 -2.534 0.049  0.2030
H 1.823 -2.155 0.803  0.2195
N -1.960 -0.530 -0.439  -0.6386
N 1.320 -0.934 -0.909  -0.4707
S -3.229 1.620 -0.158  0.0845
S -4.342 -1.127 0.058  -0.1753

[4]
DFT (ωB97M-V/def2-TZVPD) results for a molecular structure, C2H12N2Si2 in a non-equilibrium geometry.

Values from the calculation:
⟨S²⟩ ... 2.01
HOMO-LUMO gap (alpha / beta) ... 5.91 / 5.96 eV
2S+1 ... 3
E_HOMO (alpha / beta) ... -5.81 / -9.01 eV

Each line ends with the natural charge from an NBO analysis.
Geometry (Å):
C -3.312 -0.546 1.192  -0.4631
C -1.752 0.885 0.226  -0.4904
N -2.168 -0.287 0.378  -0.1461
N 1.826 -0.464 0.407  -1.6302
Si 3.311 0.355 0.599  1.1523
Si 0.553 -1.378 0.030  1.4722
H -4.086 -0.989 0.563  0.2044
H -3.034 -1.284 1.946  0.2068
H -3.714 0.351 1.687  0.2401
H -2.220 1.763 0.684  0.2439
H 0.932 1.116 -2.929  0.0016
H -0.877 1.058 -0.385  0.2241
H 3.248 1.689 -0.024  -0.2038
H 3.581 0.515 2.032  -0.2064
H 4.401 -0.411 -0.030  -0.1966
H 1.173 0.732 -2.290  -0.0037
H -0.039 -1.484 -1.303  -0.2014
H -0.110 -2.262 0.990  -0.2037